No. 1
# C27H23CdN5O2

A molecular structure, C27H23CdN5O2 (the ωB97M-V functional and the def2-TZVPD basis, the Open Molecules 2025 dataset).

```
58
Properties=species:S:1:pos:R:3:lowdin_charge:R:1
Cd 0.8444 0.4954 -0.4045 1.364
O 1.1630 0.8521 -2.4719 -0.252
C 2.2249 0.4858 -3.1398 -0.393
C 2.1500 0.5012 -4.5530 -0.042
C 3.2213 0.1873 -5.3561 -0.102
C 4.4532 -0.1658 -4.7977 -0.119
C 4.5542 -0.2078 -3.4281 -0.078
C 3.4813 0.0902 -2.5709 -0.155
C 3.7801 -0.0782 -1.1515 -0.101
N 2.9317 0.0336 -0.2087 -0.135
N 3.3230 -0.2359 1.0950 0.040
C 2.3596 0.0090 1.9584 -0.514
O 1.1958 0.5056 1.7408 -0.191
C 2.6790 -0.3740 3.3669 -0.163
C 3.9878 -0.3655 3.8363 -0.039
C 4.2589 -0.7090 5.1528 -0.089
C 3.2261 -1.0753 6.0057 -0.102
C 1.9182 -1.0923 5.5375 -0.090
C 1.6452 -0.7333 4.2252 -0.036
H 1.1948 0.7830 -4.9787 0.104
H 3.1071 0.2151 -6.4334 0.097
H 5.3021 -0.4027 -5.4241 0.091
H 5.4983 -0.4895 -2.9725 0.103
H 4.8037 -0.3486 -0.8834 0.119
H 4.7835 -0.0893 3.1579 0.103
H 5.2790 -0.6902 5.5155 0.098
H 3.4391 -1.3430 7.0331 0.096
H 1.1098 -1.3805 6.1977 0.097
H 0.6303 -0.7211 3.8503 0.107
C -1.5284 4.3296 -0.2879 -0.048
C -2.8818 4.0367 -0.2618 -0.043
C -3.2969 2.7190 -0.2760 0.016
C -2.3246 1.7286 -0.3102 -0.222
N -1.0226 1.9939 -0.3203 0.070
C -0.6387 3.2752 -0.3199 -0.109
C -1.9783 -0.7808 -0.6873 -0.234
C -3.2155 -1.6076 -0.7159 -0.148
C -2.9552 -2.9466 -0.1136 -0.022
C -1.6651 -3.3411 -0.0080 -0.075
C -0.5650 -2.4628 -0.2579 -0.104
N -0.7485 -1.1416 -0.4603 0.030
H -1.1678 5.3476 -0.2860 0.111
H -3.6173 4.8302 -0.2410 0.116
H -4.3438 2.4683 -0.2756 0.092
H 0.4287 3.4520 -0.3437 0.114
H -3.6206 -1.7284 -1.7350 0.174
H -3.7750 -3.6132 0.1181 0.106
H -1.4355 -4.3490 0.3117 0.106
H 0.4551 -2.8081 -0.1800 0.107
C -6.2771 -0.9909 -0.3295 -0.093
C -5.2827 0.1654 -0.4124 -0.226
C -3.8967 -0.3288 -0.1936 -0.096
N -2.6869 0.3691 -0.3597 0.098
H -7.3000 -0.6244 -0.4028 0.075
H -6.1717 -1.5227 0.6168 0.082
H -6.1197 -1.7050 -1.1394 0.075
H -5.5292 0.9044 0.3546 0.107
H -5.3847 0.6742 -1.3824 0.122
```

Its HOMO energy (spin up / spin down) is -6.9 / -6.9 eV. As for the relative energy (zero: lowest compared OMol25 entry of this formula, charge and spin): 393.85 kJ/mol. The calculation puts the LUMO energy (spin up / spin down) at -0.718 / -1.101 eV.

***

No. 2
# C27H23ClIrN6O2S

A molecular structure, C27H23ClIrN6O2S in a non-equilibrium geometry (the ωB97M-V functional and the def2-TZVPD basis, the Open Molecules 2025 dataset).

```
61
Properties=species:S:1:pos:R:3:lowdin_charge:R:1
Ir -0.5396 -1.3318 -0.9576 1.028
C -2.4016 -3.9177 -3.9673 0.006
C -1.6853 -3.2591 -2.7369 -0.239
N -1.4832 -1.9354 -2.5607 -0.206
N -2.1856 -0.9856 -3.3261 0.023
C -2.2135 0.2554 -2.9113 -0.743
N -2.9675 1.1739 -3.5185 0.102
S -1.3734 0.7328 -1.4226 0.655
C -1.0453 -4.0544 -1.7440 -0.240
C -1.2140 -5.4487 -1.7200 -0.026
C -0.7596 -6.1733 -0.6658 -0.060
C -0.1202 -5.4654 0.3602 -0.071
C 0.1114 -4.0979 0.2993 -0.100
N -0.5213 -3.3349 -0.6628 -0.125
H -2.7357 -3.1110 -4.6054 0.048
H -3.3445 -4.3180 -3.6358 0.089
H -1.7169 -4.5010 -4.5354 0.082
H -2.6500 -1.2225 -4.1804 0.146
H -3.7539 0.7726 -4.1028 0.158
H -2.8406 2.1409 -3.2497 0.106
H -1.6924 -5.9993 -2.5369 0.123
H -0.9081 -7.2379 -0.5421 0.118
H 0.3382 -6.0667 1.1577 0.114
H 0.6467 -3.6030 1.1205 0.108
C -1.3634 1.2329 4.0252 -0.081
C -0.0276 1.2603 3.8989 -0.073
C 0.5538 0.4887 2.8703 0.004
C -0.2043 -0.0108 1.8027 -0.264
C -1.6086 0.0805 1.9024 -0.063
C -2.1710 0.6653 3.0064 -0.059
N 0.4488 -0.5722 0.7075 -0.192
N 1.6209 -0.9575 0.9079 0.084
C 2.8121 -0.3060 0.6129 -0.169
C 3.9386 -1.1525 0.4463 0.003
C 5.1461 -0.5468 0.1313 -0.042
C 5.2310 0.8802 0.0160 -0.025
C 4.1272 1.6716 0.2273 0.011
C 2.9080 1.0952 0.4964 -0.191
H -1.8703 1.8033 4.8405 0.127
H 0.5389 1.8359 4.5936 0.112
H 1.6075 0.5495 2.8522 0.096
H -2.2001 -0.3287 1.0708 0.065
H -3.2199 0.8722 3.0525 0.103
H 3.7565 -2.2385 0.6446 0.133
H 6.1304 -1.0281 -0.0481 0.120
H 6.0991 1.3408 -0.2592 0.083
H 4.2674 2.7240 0.1073 0.132
Cl -2.5127 6.8562 0.3918 0.713
C -1.3384 5.6067 0.5768 -0.667
C -0.7897 4.8737 -0.4815 -0.069
C 0.2005 3.9490 -0.2311 -0.028
C 0.7631 3.8719 1.0169 -0.145
C 0.1628 4.5367 2.0728 0.013
C -0.9202 5.3836 1.8440 -0.105
C 1.7856 2.9295 1.4604 -0.382
O 2.6248 2.9550 2.3337 0.150
O 1.7868 1.8763 0.5253 0.024
H -1.2002 5.0049 -1.4590 0.102
H 0.6464 3.2753 -1.0128 0.133
H 0.6108 4.4692 3.0503 0.127
H -1.2847 6.0409 2.6511 0.122
```

Its HOMO energy (spin up / spin down) is -8.8 / -11.1 eV. The calculation puts the LUMO energy (spin up / spin down) at -2.398 / -4.189 eV. Its charge is +1. As for the multiplicity: 5.

***

No. 3
# C27H23ClN6O7PdS2

A molecular structure, C27H23ClN6O7PdS2 (the ωB97M-V functional and the def2-TZVPD basis, the Open Molecules 2025 dataset).

```
67
Properties=species:S:1:pos:R:3:lowdin_charge:R:1
Pd 2.4995 0.3369 0.7737 0.641
S 6.9112 0.5828 0.1376 0.968
C 7.5942 1.4904 -1.1433 -0.443
C 6.9798 1.1553 -2.3063 -0.286
N 6.0009 0.1983 -2.2137 -0.015
C 5.8580 -0.1920 -0.9834 -0.450
H 8.3765 2.2136 -0.9857 0.048
H 7.2071 1.5848 -3.2718 0.090
H 5.1480 -0.9295 -0.6253 0.035
N -1.1618 3.6362 0.6895 0.173
C -0.0040 4.2061 0.2295 -0.510
O -0.0265 5.2361 -0.4311 0.019
C 1.2575 3.5045 0.5702 -0.174
C 2.4110 3.7359 -0.2248 -0.059
C 3.5382 3.0225 0.0347 -0.099
C 3.5643 2.1018 1.1327 -0.326
N 2.4944 1.9758 1.9919 -0.090
C 1.3511 2.6151 1.6139 -0.151
H -2.0154 4.0354 0.3353 0.102
H -1.1822 2.6545 0.9138 0.061
H 2.3528 4.4518 -1.0335 0.105
H 4.4307 3.1338 -0.5699 0.089
H 4.5284 1.8140 1.5396 0.054
H 0.5002 2.4234 2.2594 0.102
O -7.1358 0.2118 2.1958 -0.375
S -7.6597 0.7979 0.9795 0.383
O -8.2936 2.0932 1.1526 -0.378
O -8.3819 -0.1243 0.1165 -0.377
C -6.1870 1.1844 -0.0300 -0.347
N -6.4120 1.9078 -1.1306 0.112
C -5.3539 2.1953 -1.8707 -0.132
C -4.0740 1.7691 -1.5550 -0.014
C -3.9514 1.0000 -0.4063 -0.230
N -5.0053 0.7193 0.3597 0.172
C -2.6310 0.4819 0.0402 -0.171
C -1.6054 0.2186 -0.8616 -0.016
C -0.3796 -0.2223 -0.3877 -0.143
N -0.1196 -0.3909 0.9098 0.060
C -1.1108 -0.1581 1.7680 -0.145
C -2.3778 0.2646 1.3899 -0.009
H -5.5323 2.7993 -2.7562 0.102
H -3.2201 2.0388 -2.1603 0.101
H -1.7553 0.3371 -1.9270 0.108
H 0.4364 -0.4587 -1.0623 0.092
H -0.8797 -0.3175 2.8161 0.112
H -3.1625 0.4214 2.1184 0.119
C -1.6300 -3.4627 -1.6275 -0.033
C -1.0582 -3.5453 -0.2422 -0.205
C -1.8712 -3.5468 0.8779 -0.074
C -1.3138 -3.6173 2.1467 -0.684
Cl -2.3624 -3.6044 3.5443 0.625
C 0.0519 -3.6751 2.3182 -0.109
C 0.8838 -3.6689 1.2049 0.002
C 0.3323 -3.6049 -0.0678 -0.242
O 1.0616 -3.5943 -1.2139 -0.037
C 2.4743 -3.6466 -1.0837 -0.103
C 3.1144 -2.4184 -0.4071 -0.696
O 2.5326 -1.3211 -0.6301 -0.137
O 4.1534 -2.6240 0.2350 -0.036
H -2.7125 -3.3454 -1.5901 0.080
H -1.3895 -4.3587 -2.2040 0.081
H -1.2035 -2.6166 -2.1680 0.075
H -2.9461 -3.4768 0.7661 0.115
H 0.4750 -3.7052 3.3130 0.103
H 1.9546 -3.6775 1.3519 0.111
H 2.8523 -3.6961 -2.1052 0.130
H 2.7794 -4.5497 -0.5498 0.122
```

Its HOMO energy is -2.8 eV. As for the relative energy (zero: lowest compared OMol25 entry of this formula, charge and spin): 21.84 kJ/mol. The calculation puts the LUMO energy at 3.619 eV. Its charge is -2.

***

No. 4
# C27H23CoN4S

A molecular structure, C27H23CoN4S in a non-equilibrium geometry (the ωB97M-V functional and the def2-TZVPD basis, the Open Molecules 2025 dataset).

```
56
Properties=species:S:1:pos:R:3:lowdin_charge:R:1
Co -0.8312 -0.3089 0.2462 0.543
C -3.1612 1.1275 -2.1356 -0.060
C -2.3715 2.1090 -1.3411 -0.284
C -2.3844 3.4425 -1.7569 0.002
C -1.7866 4.4080 -0.9768 -0.022
C -1.1977 4.0173 0.2135 0.005
C -1.1624 2.6665 0.5403 -0.199
N -1.7103 1.7223 -0.2498 0.113
C -0.4981 2.1867 1.7605 -0.207
C 0.0692 3.0333 2.7126 0.017
C 0.7457 2.4785 3.7869 -0.008
C 0.8369 1.1021 3.8889 0.019
C 0.2254 0.3091 2.9173 -0.207
N -0.4339 0.8577 1.8880 0.071
C 0.2741 -1.1568 2.9238 -0.198
C 0.9310 -1.8530 3.9328 0.006
C 0.9708 -3.2348 3.8842 -0.021
C 0.2968 -3.8714 2.8633 0.004
C -0.3978 -3.1164 1.9132 -0.283
C -1.2322 -3.8463 0.9178 -0.068
N -0.3517 -1.7836 1.9085 0.114
H -3.9415 1.6486 -2.6869 0.087
H -3.6160 0.3867 -1.4829 0.051
H -2.5270 0.6106 -2.8544 0.074
H -2.8752 3.7053 -2.6806 0.123
H -1.8009 5.4480 -1.2625 0.120
H -0.7561 4.7555 0.8614 0.107
H 0.0025 4.1037 2.6222 0.112
H 1.2128 3.1133 4.5242 0.124
H 1.3885 0.6687 4.7041 0.111
H 1.4169 -1.3307 4.7374 0.106
H 1.4944 -3.7948 4.6425 0.120
H 0.2849 -4.9474 2.7965 0.121
H -1.3746 -4.8765 1.2362 0.085
H -0.7554 -3.8506 -0.0614 0.065
H -2.2038 -3.3669 0.8148 0.058
C 2.2572 1.0881 0.4431 -0.003
C 1.9952 0.4051 -0.8549 -0.285
C 2.9930 0.4891 -1.8425 -0.007
C 2.8338 -0.1606 -3.0312 0.022
C 1.6642 -0.9133 -3.2448 -0.152
C 1.4536 -1.6478 -4.4282 -0.032
C 0.2957 -2.3618 -4.6067 -0.065
C -0.6917 -2.3450 -3.6243 -0.099
C -0.5210 -1.6331 -2.4493 -0.575
S -1.7857 -1.6204 -1.2701 0.722
C 0.6794 -0.9098 -2.2198 -0.220
N 0.8600 -0.2507 -1.0427 0.078
H 3.3086 1.3470 0.5326 0.092
H 1.9755 0.4424 1.2687 0.070
H 1.6781 2.0083 0.5012 0.085
H 3.8803 1.0645 -1.6297 0.116
H 3.5925 -0.1124 -3.7978 0.126
H 2.2245 -1.6302 -5.1823 0.114
H 0.1404 -2.9336 -5.5077 0.111
H -1.6140 -2.8885 -3.7617 0.105
```

Its HOMO energy (spin up / spin down) is -9.7 / -9.8 eV. As for the relative energy (zero: lowest compared OMol25 entry of this formula, charge and spin): 26.25 kJ/mol. The calculation puts the LUMO energy (spin up / spin down) at -3.438 / -3.553 eV. Its charge is +1. As for the multiplicity: 4.

***

no.,molar mass (g mol⁻¹)
1,561.93
2,723.26
3,749.52
4,494.51